Computed, not measured: a structure of composition C19H57B3FN17O37S at a distorted geometry, with wB97M-V/def2-TZVPD.

Structure (ORCA input):
```
! wB97M-V def2-TZVPD RIJCOSX def2/J DEFGRID3
* xyz 0 1
F -2.6410 -0.4321 -2.4578
C -1.6722 -0.3997 -3.4604
C -2.3108 -0.2923 -4.8767
B -3.8046 -0.8511 -4.9395
O -4.2145 -2.1625 -4.5976
B -5.1766 -2.0013 -3.5504
O -6.1079 -0.9363 -3.5174
B -5.5493 0.2436 -4.0880
S -5.6287 1.9009 -3.3050
O -4.8547 0.0507 -5.3210
H -1.0243 -1.2914 -3.3989
H -1.0248 0.4805 -3.3240
H -1.7053 -0.8024 -5.6485
H -2.3566 0.7857 -5.1265
H -5.1109 -2.8006 -2.6788
H -4.8839 2.6507 -4.1913
C -1.4531 0.2697 0.2967
N -0.3824 1.0474 -0.3772
O 0.6466 0.4715 -0.6585
O -0.6080 2.2157 -0.6079
H -1.1135 -0.7547 0.4348
H -1.6476 0.7426 1.2530
H -2.3311 0.3028 -0.3448
C 2.4046 -0.8914 2.1697
N 1.3471 -1.0032 3.2059
O 0.2409 -0.6003 2.9264
O 1.6621 -1.4945 4.2700
H 1.9737 -0.4389 1.2811
H 3.1989 -0.2708 2.5755
H 2.7619 -1.8955 1.9572
C 6.5279 0.5702 4.6721
N 5.6903 0.6836 3.4509
O 5.6410 1.7583 2.9005
O 5.1066 -0.3168 3.0840
H 6.9819 1.5327 4.8763
H 5.8763 0.2697 5.4887
H 7.2872 -0.1835 4.4774
C -3.6414 -4.8676 -6.4833
N -2.5029 -5.2502 -7.3568
O -1.9319 -4.3656 -7.9585
O -2.2193 -6.4243 -7.4095
H -3.7764 -3.7936 -6.5358
H -4.5237 -5.3867 -6.8484
H -3.3956 -5.1756 -5.4708
C 2.5827 1.4692 -4.6902
N 1.2522 0.8286 -4.8371
O 0.3717 1.4760 -5.3546
O 1.1411 -0.3048 -4.4234
H 2.5311 2.4722 -5.1001
H 2.8172 1.4945 -3.6290
H 3.2995 0.8621 -5.2368
C -2.9781 -0.9442 4.3807
N -3.8953 -0.8775 3.2157
O -3.5231 -0.2356 2.2585
O -4.9453 -1.4700 3.3002
H -2.0859 -0.3700 4.1523
H -3.5028 -0.5242 5.2347
H -2.7315 -1.9890 4.5475
C -4.4761 5.7632 -5.3778
N -3.1242 5.2407 -5.0489
O -2.2536 6.0395 -4.7916
O -2.9726 4.0371 -5.0494
H -4.4495 6.8426 -5.3308
H -4.7227 5.4246 -6.3784
H -5.1702 5.3605 -4.6439
C -8.1469 -5.5090 -2.9035
N -7.1184 -5.1392 -3.9078
O -7.4606 -5.0751 -5.0661
O -6.0006 -4.9244 -3.4946
H -9.0896 -5.6690 -3.4158
H -7.8120 -6.4190 -2.4127
H -8.2235 -4.6868 -2.1966
C -2.1342 5.1866 -1.2170
N -3.1133 6.2686 -0.9393
O -4.1103 5.9790 -0.3164
O -2.8460 7.3728 -1.3583
H -2.5010 4.2613 -0.7859
H -2.0390 5.0987 -2.2970
H -1.1912 5.4769 -0.7622
C 0.7585 -2.9213 7.0812
N -0.5719 -3.5739 7.0075
O -1.5156 -2.8906 6.6786
O -0.6228 -4.7520 7.2828
H 0.6497 -1.8767 6.8098
H 1.1133 -3.0209 8.1001
H 1.4146 -3.4343 6.3827
C -1.1219 -4.5919 -0.8018
N -0.5106 -3.3479 -0.2711
O 0.5298 -2.9791 -0.7621
O -1.1031 -2.7848 0.6240
H -0.4868 -4.9806 -1.5907
H -1.1947 -5.2972 0.0219
H -2.1056 -4.3340 -1.1863
C 1.8564 -4.5978 11.3683
N 1.7655 -3.6045 10.2689
O 2.6459 -3.6067 9.4287
O 0.8179 -2.8573 10.2827
H 2.7512 -5.1941 11.2243
H 1.9035 -4.0458 12.3033
H 0.9648 -5.2177 11.3221
C 8.1896 4.6438 7.4847
N 7.4267 3.4514 7.0388
O 6.3430 3.2539 7.5341
O 7.9482 2.7478 6.1969
H 7.6034 5.1715 8.2302
H 9.1254 4.2948 7.9040
H 8.3584 5.2656 6.6142
C -0.5882 -4.4307 -11.0021
N 0.4823 -3.7214 -11.7479
O 1.5305 -4.3030 -11.9164
O 0.2307 -2.6037 -12.1376
H -0.2231 -5.4117 -10.7180
H -0.8246 -3.8382 -10.1233
H -1.4469 -4.5130 -11.6632
C -5.8425 9.3777 -7.5833
N -6.6982 8.3697 -6.9075
O -6.2435 7.2538 -6.7581
O -7.7916 8.7321 -6.5513
H -4.8976 8.9125 -7.8440
H -6.3701 9.7102 -8.4732
H -5.6922 10.1981 -6.8865
C 10.5828 5.5677 4.3566
N 11.4000 5.3195 5.5711
O 12.5995 5.3114 5.4465
O 10.7988 5.1393 6.6100
H 11.2495 5.7085 3.5128
H 9.9461 4.6982 4.2080
H 9.9915 6.4620 4.5371
C 5.6912 -3.2463 8.7307
N 6.9626 -3.8499 9.2032
O 7.5755 -4.5481 8.4281
O 7.2980 -3.5997 10.3388
H 5.5195 -3.5549 7.7048
H 4.8985 -3.6036 9.3786
H 5.7969 -2.1665 8.7972
*
```

Calculated values
* Kohn-Sham gap: 9.41 eV
* HOMO: -9.894 eV
* LUMO level: -0.01781 hartree

---

Computed, not measured: a structure of composition C19H57BCoNO13 at a distorted geometry, with wB97M-V/def2-TZVPD.

Structure (ORCA input):
```
! wB97M-V def2-TZVPD RIJCOSX def2/J DEFGRID3
* xyz 1 4
Co 17.4531 7.4701 -22.0150
B 17.7266 5.5035 -20.6131
H 18.3602 5.4726 -21.4860
H 18.2935 6.0362 -19.8654
H 16.8652 6.1127 -20.8389
H 17.3632 4.5535 -20.2531
C 19.0321 3.3101 -17.8527
C 18.5311 4.5216 -16.9963
O 17.2759 4.9992 -17.5098
O 19.8686 3.6848 -18.9140
H 18.1908 2.7504 -18.2615
H 19.6924 2.6496 -17.2907
H 19.1738 5.3997 -16.9322
H 18.4324 4.2046 -15.9581
H 17.5103 5.1492 -18.4286
H 19.3544 4.1670 -19.5656
C 15.4603 5.6670 -23.2266
C 14.6401 6.8256 -22.7724
O 15.3262 7.6831 -21.8468
O 16.8419 6.0124 -23.3779
H 15.0831 5.3135 -24.1862
H 15.3756 4.8670 -22.4912
H 13.7115 6.4269 -22.3640
H 14.3782 7.4480 -23.6281
H 14.6709 8.2621 -21.4506
H 17.2017 5.3338 -23.9538
C 13.5941 4.0797 -20.1056
C 14.7370 3.2812 -19.3807
O 14.8304 3.5597 -18.0257
O 13.4516 3.6310 -21.4122
H 13.7696 5.1496 -19.9935
H 12.6678 3.9293 -19.5510
H 15.7267 3.4740 -19.7947
H 14.6192 2.2013 -19.4698
H 15.6425 4.0268 -17.8161
H 12.5346 3.5119 -21.6703
C 19.6041 1.6519 -23.3484
C 19.2760 2.7330 -22.3408
O 17.8062 2.9259 -22.2120
O 19.4981 2.1027 -24.6945
H 19.0032 0.7589 -23.1765
H 20.6599 1.4012 -23.2456
H 19.7001 3.7150 -22.5504
H 19.6615 2.4426 -21.3635
H 17.6099 3.7268 -21.7204
H 19.8973 1.4862 -25.3127
C 19.9424 8.2307 -20.4018
C 18.8901 9.2796 -20.1006
O 17.6098 8.6425 -20.2974
O 19.6672 7.6238 -21.6589
H 19.9219 7.5159 -19.5792
H 20.9643 8.6086 -20.3688
H 18.8034 10.1198 -20.7897
H 19.0901 9.7246 -19.1259
H 17.0340 9.2097 -19.7795
H 20.5309 7.2894 -21.9118
C 23.8653 7.8449 -25.7922
O 23.3914 6.9507 -24.7897
C 21.9767 7.1167 -24.5818
C 21.5100 5.9797 -23.6355
N 22.0919 6.2097 -22.3022
C 22.0588 5.0816 -21.4062
C 22.6896 5.4777 -20.1008
O 24.0884 5.5610 -20.1442
C 24.7852 5.4784 -18.8741
H 24.9541 7.8598 -25.7447
H 23.5758 8.8860 -25.6493
H 23.5002 7.6018 -26.7900
H 21.3955 7.1782 -25.5019
H 21.8125 8.0597 -24.0605
H 21.9906 5.0930 -24.0488
H 20.4233 5.8983 -23.6111
H 23.0909 6.2954 -22.4237
H 22.6709 4.2974 -21.8516
H 21.0359 4.7485 -21.2305
H 22.4033 4.6580 -19.4419
H 22.2818 6.3672 -19.6205
H 24.7077 6.4481 -18.3823
H 25.8271 5.2856 -19.1299
H 24.3791 4.6938 -18.2357
C 14.5212 7.3915 -18.1615
C 13.1008 7.2556 -17.6261
C 13.1024 7.1724 -16.0914
O 12.3350 8.3360 -18.1468
H 14.5662 7.1514 -19.2238
H 15.2035 6.6305 -17.7827
H 14.9348 8.3664 -17.9036
H 12.5113 6.4233 -18.0105
H 13.1251 6.1862 -15.6277
H 12.1525 7.5818 -15.7478
H 13.8865 7.8143 -15.6901
H 11.4484 8.2817 -17.7826
*
```

Calculated values
* Kohn-Sham gap (alpha / beta): 8.24 / 7.38 eV
* HOMO (alpha / beta): -11.635 / -11.635 eV
* LUMO level (alpha / beta): -0.12470 / -0.15642 hartree

---

Computed, not measured: a structure of composition C19H58F3O17Y at a distorted geometry, with wB97M-V/def2-TZVPD.

Structure (ORCA input):
```
! wB97M-V def2-TZVPD RIJCOSX def2/J DEFGRID3
* xyz -2 1
Y 0.4674 2.3368 0.3703
O 0.9922 2.0985 -1.9253
C 0.0801 2.8220 -2.7131
C -0.4110 4.1190 -2.0396
O -0.8296 4.0371 -0.7340
H -0.8215 2.2349 -2.9876
H 0.6133 3.0394 -3.6620
H -1.0825 4.6577 -2.7516
H 0.4942 4.7971 -1.9968
O -0.7061 3.2608 2.2359
C -0.2116 2.7120 3.4057
C 1.2082 2.0717 3.4210
O 1.6333 1.4431 2.2114
H -0.9476 1.9111 3.6982
H -0.3379 3.4196 4.2596
H 1.3334 1.3090 4.2006
H 1.8826 2.9378 3.5878
C -1.1255 -0.3902 0.1790
O 0.2524 -0.1417 -0.1123
O -1.5646 0.8274 0.4437
C -1.8869 -1.0477 -0.9519
F -3.1867 -1.1402 -0.6492
F -1.8030 -0.3230 -2.0938
F -1.4576 -2.2928 -1.2605
C 1.1715 -1.2109 -0.0843
C 2.4702 -0.7164 -0.7157
H 2.2503 -0.4019 -1.7391
H 2.8649 0.1299 -0.1503
H 3.2388 -1.4962 -0.6994
H 0.8040 -2.1035 -0.6005
H 1.3938 -1.4860 0.9604
H -1.2357 -1.0014 1.1011
C -4.0464 -2.6084 3.0772
O -5.3670 -3.0980 2.9813
H -3.8989 -1.8314 3.8429
H -3.4612 -3.4321 3.4916
H -3.5795 -2.2102 2.1748
H -5.9441 -2.3937 2.6716
C 2.9769 -0.8161 4.5561
O 2.5232 -1.0328 3.2353
H 2.2141 -0.3900 5.2122
H 3.2586 -1.7882 4.9775
H 3.8785 -0.1919 4.5976
H 2.1165 -0.2095 2.8648
C -5.0592 1.8157 -1.3128
O -4.0859 2.8475 -1.3639
H -5.3765 1.4743 -2.3070
H -4.6513 0.9743 -0.7483
H -5.9598 2.2003 -0.8264
H -3.5857 2.6681 -2.1687
C 3.0773 -3.9150 1.2107
O 2.9561 -3.7500 2.6206
H 3.1180 -4.9839 0.9940
H 2.1991 -3.5139 0.6858
H 3.9564 -3.4302 0.7697
H 2.7496 -2.8127 2.7813
C -0.0388 -0.8645 -4.8408
O -0.2399 -2.2687 -4.8536
H 0.7089 -0.5982 -5.6067
H -0.9346 -0.2835 -5.0367
H 0.4246 -0.5095 -3.9143
H 0.3395 -2.6658 -4.1888
C -4.4849 0.9411 2.4333
O -3.8862 1.8755 1.5939
H -4.9286 0.0929 1.8850
H -3.8296 0.5677 3.2414
H -5.2426 1.4752 3.0252
H -3.0613 1.4865 1.2157
C -0.2619 -2.5569 3.7997
O 0.1444 -3.8578 3.4405
H -0.2051 -1.8887 2.9325
H -1.3163 -2.6132 4.0662
H 0.2827 -2.0669 4.6115
H 0.9500 -3.8052 2.9098
C 5.6283 1.1631 -1.7082
O 5.1502 2.3703 -2.2441
H 5.0807 0.2494 -1.9325
H 6.6897 0.9953 -1.9766
H 5.7177 1.2896 -0.6241
H 4.6765 2.1882 -3.0605
C 3.2031 3.7247 0.1155
O 1.9256 4.1994 0.5448
H 4.0610 4.1656 0.6469
H 3.2924 2.6688 0.3731
H 3.3530 3.9666 -0.9342
H 2.0189 5.1395 0.6996
C -3.8290 0.4153 -4.8163
O -3.2438 1.3001 -3.8906
H -4.3025 -0.4504 -4.3446
H -4.5466 0.9828 -5.4085
H -3.0726 0.0567 -5.5280
H -2.5607 0.8292 -3.3929
C 2.1343 -3.8336 -2.5770
O 0.7314 -3.7702 -2.6846
H 2.4996 -2.8205 -2.4123
H 2.4775 -4.4327 -1.7272
H 2.6134 -4.2086 -3.4900
H 0.3294 -4.6337 -2.5673
*
```

Calculated values
* Kohn-Sham gap: 4.99 eV
* energy relative to the best compared isomer or geometry (same formula, charge and spin): 0.0 kJ/mol
* HOMO: -1.169 eV
* LUMO level: 0.14028 hartree

---

Computed, not measured: a cluster of 11 separate species, C19H58F6O10P in total at a distorted geometry, with wB97M-V/def2-TZVPD.

Structure (ORCA input):
```
! wB97M-V def2-TZVPD RIJCOSX def2/J DEFGRID3
* xyz -1 1
P 0.6678 -0.6328 -0.5220
F 1.1077 -2.1662 -0.7487
F -0.0484 -0.6701 -1.9870
F -0.6942 -1.2124 0.1199
F 0.0935 0.9136 -0.2535
F 1.3195 -0.7154 0.9571
F 2.1333 -0.1173 -1.1297
C 2.3054 -0.4880 -5.9032
C 1.6873 -0.0855 -4.5549
O 0.9661 1.1544 -4.8219
H 2.9026 -1.3991 -5.9390
H 3.0058 0.2629 -6.2689
H 1.5489 -0.7277 -6.6504
H 2.4398 -0.0793 -3.7663
H 1.0103 -0.8958 -4.2847
H 1.1467 1.7953 -4.1303
C 0.4001 -3.8000 2.8254
C -0.6353 -4.8276 2.3913
O -0.9481 -5.7123 3.4014
H 0.2649 -3.2351 3.7477
H 0.5826 -3.0434 2.0622
H 1.3168 -4.3425 3.0567
H -0.3387 -5.5250 1.6079
H -1.4935 -4.3442 1.9244
H -1.3529 -5.2219 4.1206
C 2.6500 -1.5544 5.4595
C 2.7304 -1.3420 3.9397
O 1.8935 -0.3641 3.4673
H 2.9009 -0.6822 6.0631
H 3.0529 -2.5393 5.6959
H 1.6094 -1.8028 5.6678
H 2.4978 -2.1761 3.2777
H 3.7875 -1.1055 3.8187
H 1.7876 -0.6403 2.5540
C 1.7607 4.8186 -3.7787
C 1.6684 4.1385 -2.3822
O 1.1723 2.8291 -2.5029
H 0.8088 4.8538 -4.3086
H 2.3970 4.2591 -4.4643
H 2.1930 5.8187 -3.7447
H 0.8979 4.6996 -1.8535
H 2.5983 4.0900 -1.8156
H 1.2069 2.3597 -1.6662
C 2.1113 -6.0886 0.3604
C 3.2287 -5.2238 1.0089
O 3.2052 -3.9208 0.3280
H 1.2230 -5.5614 0.0125
H 1.9848 -7.0539 0.8505
H 2.3891 -6.3388 -0.6635
H 4.2204 -5.6045 0.7644
H 3.0718 -5.2205 2.0876
H 2.5848 -3.3878 0.8306
O -1.0317 -3.9814 -1.6158
H -0.1324 -4.0294 -1.2916
H -1.5043 -3.4936 -0.9413
O -2.1203 -1.7582 -3.4797
H -2.1765 -1.1139 -4.1854
H -1.5281 -1.3626 -2.8402
C 0.6340 4.7127 2.4441
C -0.2162 4.1612 1.2607
C -1.1362 3.0740 1.8552
O -1.0741 5.1933 0.7756
H 1.1077 3.8697 2.9471
H 0.0392 5.2529 3.1807
H 1.4178 5.3868 2.0988
H 0.5060 3.8230 0.5176
H -1.6749 3.4957 2.7038
H -0.5186 2.2845 2.2835
H -1.7657 2.6067 1.0981
H -1.9497 4.8218 0.9055
C -2.4631 -1.1116 3.6393
C -3.2010 -1.0174 2.2764
C -3.2830 0.2929 1.5019
O -2.6775 -2.0407 1.4135
H -3.0099 -0.5782 4.4168
H -1.4120 -0.8291 3.5797
H -2.4497 -2.1545 3.9562
H -4.2446 -1.1271 2.5716
H -2.3017 0.7553 1.3960
H -3.9679 0.9651 2.0188
H -3.8324 0.1964 0.5654
H -1.8517 -1.6718 1.0916
C -3.2524 4.9510 -2.2862
C -2.4509 3.6761 -2.8851
C -2.5472 2.4803 -1.9852
O -3.0980 3.3545 -4.0382
H -3.5639 5.6224 -3.0864
H -2.5383 5.4896 -1.6632
H -4.1190 4.7384 -1.6602
H -1.4075 3.8814 -3.1245
H -3.5630 2.1826 -1.7254
H -1.9401 2.6174 -1.0904
H -2.1576 1.6367 -2.5550
H -2.5643 2.6023 -4.3045
*
```

Calculated values
* Kohn-Sham gap: 10.00 eV
* energy relative to the best compared isomer or geometry (same formula, charge and spin): 314.3 kJ/mol
* HOMO: -7.433 eV
* LUMO level: 0.09432 hartree